This record from OMol25 describes a structure of composition C32H26AsCrF6N4O9S2. The level of theory is the ωB97M-V functional and the def2-TZVPD basis.

Structure (XYZ):
```
81
Properties=species:S:1:pos:R:3:forces:R:3
Cr -1.126 0.127 -1.269 0.10 -0.37 1.09
C -2.694 0.091 -5.180 -0.01 0.01 -0.05
C -1.834 -0.012 -3.972 -0.16 0.14 0.10
N -2.199 0.521 -2.834 -0.13 -0.07 -0.23
O -3.465 1.081 -2.806 0.11 -0.12 0.00
C -0.592 -0.691 -3.934 0.04 0.05 0.23
C 0.138 -1.264 -5.098 0.01 -0.02 -0.05
N -0.076 -0.717 -2.699 0.11 -0.12 -0.35
O 1.035 -1.244 -2.486 0.10 -0.07 0.09
H -3.662 -0.370 -4.977 0.00 0.00 -0.01
H -2.230 -0.401 -6.030 -0.02 0.01 -0.01
H -2.886 1.138 -5.416 0.01 0.00 0.01
H -3.292 1.988 -2.484 0.06 -0.01 -0.04
H 0.054 -0.620 -5.973 0.00 -0.02 0.00
H -0.234 -2.256 -5.367 0.00 0.00 0.01
H 1.188 -1.366 -4.831 0.00 0.01 0.00
F -2.361 -1.437 2.001 0.06 -0.02 0.03
C -3.467 -2.010 1.539 -0.02 0.04 -0.11
F -4.469 -1.760 2.375 0.02 -0.07 0.06
F -3.280 -3.322 1.456 0.05 -0.06 0.10
S -3.918 -1.375 -0.136 -0.01 0.12 -0.58
O -2.673 -1.335 -0.911 -0.25 -0.09 0.30
O -4.910 -2.294 -0.579 0.09 0.15 0.01
N -4.549 0.045 0.112 0.15 -0.11 0.20
S -3.733 1.362 0.326 0.16 -0.07 -0.40
O -2.274 1.153 0.271 -0.31 0.15 -0.38
O -4.287 2.462 -0.393 0.13 -0.09 0.19
C -4.005 1.782 2.093 -0.03 -0.05 0.02
F -5.299 1.737 2.369 -0.06 0.05 0.04
F -3.547 3.011 2.311 0.05 0.04 0.07
F -3.359 0.934 2.887 0.01 0.00 0.05
O -0.178 -0.868 0.029 0.03 0.47 0.12
As 1.096 -1.203 1.075 -0.09 -0.22 -0.40
C 0.917 -0.145 2.651 -0.12 0.13 0.04
C 0.048 0.940 2.626 -0.02 -0.03 0.02
C -0.116 1.710 3.767 0.03 -0.02 0.03
C 0.581 1.397 4.926 -0.01 -0.01 -0.03
C 1.437 0.304 4.951 -0.02 -0.01 0.00
C 1.603 -0.474 3.815 0.04 0.06 -0.01
C 0.803 -3.051 1.488 -0.11 -0.10 -0.08
C 1.672 -3.760 2.313 0.03 -0.01 -0.06
C 1.463 -5.112 2.530 -0.01 -0.01 0.00
C 0.402 -5.760 1.909 -0.01 0.01 0.01
C -0.445 -5.059 1.066 0.01 0.01 0.02
C -0.247 -3.701 0.852 -0.02 -0.06 0.07
C 2.902 -1.241 0.458 0.04 0.08 -0.01
C 3.883 -0.550 1.154 0.08 0.08 -0.11
C 5.212 -0.701 0.781 -0.03 0.03 0.03
C 5.545 -1.529 -0.281 -0.03 -0.02 0.01
C 4.553 -2.211 -0.974 0.00 0.00 -0.02
C 3.225 -2.078 -0.603 0.09 0.01 0.06
H -0.516 1.168 1.733 0.06 0.00 -0.03
H -0.795 2.553 3.748 0.00 0.00 0.01
H 0.451 2.000 5.816 0.00 0.00 -0.01
H 1.973 0.051 5.856 0.00 0.01 0.00
H 2.269 -1.326 3.852 0.02 -0.03 -0.03
H 2.534 -3.281 2.760 0.00 0.04 0.02
H 2.137 -5.664 3.173 -0.01 0.00 0.00
H 0.244 -6.818 2.078 0.00 0.00 -0.01
H -1.265 -5.564 0.572 0.00 0.00 0.00
H -0.899 -3.146 0.191 0.01 0.01 -0.02
H 3.619 0.129 1.954 -0.02 -0.02 0.01
H 5.984 -0.160 1.312 0.00 -0.01 0.00
H 6.582 -1.641 -0.572 -0.01 0.00 0.00
H 4.814 -2.848 -1.809 0.00 0.00 0.00
H 2.449 -2.595 -1.149 -0.03 -0.03 -0.01
O -1.717 3.106 -2.324 -0.05 0.12 0.01
C -0.642 3.012 -1.765 0.24 -0.18 0.12
N -0.030 1.832 -1.341 -0.27 0.48 -0.09
C 1.103 2.160 -0.622 -0.02 0.04 -0.07
O 1.820 1.404 0.003 -0.06 -0.25 0.12
C 1.301 3.644 -0.692 0.12 -0.11 0.04
C 2.300 4.444 -0.183 0.01 0.06 0.02
C 2.180 5.816 -0.397 -0.03 -0.01 -0.02
C 1.094 6.343 -1.094 0.01 -0.03 0.01
C 0.092 5.517 -1.598 0.02 0.08 0.03
C 0.230 4.165 -1.379 -0.12 -0.03 -0.15
H 3.134 4.020 0.362 -0.01 0.01 -0.01
H 2.940 6.485 -0.014 -0.01 0.01 -0.01
H 1.028 7.414 -1.241 0.01 0.00 0.00
H -0.761 5.915 -2.134 0.01 -0.01 0.00
```
Forces are in eV/Å.

Results
DFT total energy: -6806.978785 Ha
spin multiplicity: 2
LUMO energy (alpha / beta): -1.0 / -0.4 eV
Kohn-Sham gap (alpha / beta): 7.14 / 7.81 eV
maximum force: 1.16 eV Å⁻¹
HOMO (alpha / beta): -8.123 / -8.174 eV

Mulliken population analysis, charges in e, atoms 1 to 8:
1. Cr -1.030
2. C -1.707
3. C 0.595
4. N 1.050
5. O -0.536
6. C 0.245
7. C -1.959
8. N 1.360